Record 1
C6H10O in the gas phase. Source: the Open Molecules 2025 dataset; level of theory: ωB97M-V/def2-TZVPD.

Cartesian coordinates (Å):
C (2.13890, 0.38148, -0.20536)
C (0.85356, -0.42765, -0.22703)
C (-0.01932, -0.58419, 1.05250)
C (-1.25593, -0.33593, 0.17703)
O (-2.36336, -1.16419, 0.12409)
C (-1.23003, 1.07579, -0.30042)
C (-0.38948, 0.02230, -0.99915)
H (2.84220, -0.04661, 0.51997)
H (1.97252, 1.43062, 0.06149)
H (2.62426, 0.35584, -1.18850)
H (1.08799, -1.43860, -0.57873)
H (0.14030, 0.18141, 1.82307)
H (0.02927, -1.57536, 1.50928)
H (-2.95566, -0.93056, 0.84924)
H (-2.10056, 1.37294, -0.88123)
H (-0.79820, 1.86764, 0.31244)
H (-0.57645, -0.18493, -2.04868)

Cartesian forces (eV/Å) of the 3 atoms listed first:
-0.01 0.06 0.01
0.13 -0.05 -0.05
0.00 -0.08 0.13

## Properties
LUMO level in hartree: 0.0342
Net charge: 0
Frontier orbital gap in eV: 10.3349
Calculated total energy in hartree: -309.79149
SMILES: C[C@H]1C[C@@]2(O)C[C@@H]12
HOMO in eV: -9.4
Energy relative to the best compared isomer or geometry (same formula, charge and spin) in kcal/mol: 31.9

Listed below, in e, are the Mulliken charges computed for each atom:
1. C -1.384
2. C 0.381
3. C -0.944
4. C 0.669
5. O -0.504
6. C -0.904
7. C -0.417
8. H 0.360
9. H 0.290
10. H 0.346
11. H 0.286
12. H 0.315
13. H 0.292
14. H 0.356
15. H 0.295
16. H 0.188
17. H 0.375

Record 2
2 unconnected molecules or ions with the total composition C12H17NO. Source: the Open Molecules 2025 dataset; level of theory: ωB97M-V/def2-TZVPD.

Cartesian coordinates (Å):
C (0.53579, 1.39346, -2.51531)
C (0.29166, 2.20813, -1.23921)
C (-0.86901, 1.77124, -0.43584)
C (-2.03150, 2.44364, -0.22802)
N (-2.80018, 1.70567, 0.57361)
C (-2.20084, 0.53072, 0.79836)
C (-2.77047, -0.49678, 1.64252)
C (-1.82460, -1.51131, 1.95186)
C (-0.42322, -1.47872, 1.46071)
C (-0.04234, -0.54336, 0.53883)
C (-0.93447, 0.51811, 0.35231)
H (0.73906, 0.31867, -2.27965)
H (1.35492, 1.97096, -2.99056)
H (-0.26284, 1.40004, -3.28266)
H (1.25635, 2.27038, -0.78777)
H (0.26383, 3.20896, -1.66785)
H (-2.35869, 3.45793, -0.56595)
H (-3.78861, 1.95296, 0.75471)
H (-3.78719, -0.38378, 2.13790)
H (-2.04133, -2.38602, 2.58003)
H (0.16354, -2.16875, 2.01191)
H (0.64506, -0.67827, -0.26585)
C (3.44486, -0.75759, -0.94389)
C (3.59224, -1.95464, -0.02363)
O (3.32808, -3.19104, -0.56750)
H (2.47880, -0.61112, -1.48389)
H (4.28927, -0.77940, -1.63953)
H (3.52164, 0.27907, -0.47288)
H (4.59212, -1.97862, 0.39422)
H (2.94427, -1.86756, 0.97171)
H (2.35779, -3.15413, -1.04138)

Cartesian forces (eV/Å) of the 3 atoms listed first:
0.19 -0.35 -0.50
-0.17 0.29 -1.95
1.21 -0.14 0.37

## Properties
LUMO level in hartree: 0.0297
Net charge: 0
Frontier orbital gap in eV: 8.6597
Calculated total energy in hartree: -597.36087
SMILES: CCc1c[nH]c2ccccc12.CCO
HOMO in eV: -7.9
Energy relative to the best compared isomer or geometry (same formula, charge and spin) in kcal/mol: 77.7

Listed below, in e, are the Mulliken charges computed for each atom:
1. C -0.918
2. C -0.791
3. C 0.386
4. C -0.756
5. N -0.043
6. C -0.016
7. C -0.822
8. C -0.411
9. C -0.703
10. C 0.205
11. C 0.688
12. H 0.150
13. H 0.310
14. H 0.320
15. H 0.374
16. H 0.337
17. H 0.354
18. H 0.250
19. H 0.250
20. H 0.335
21. H 0.411
22. H 0.081
23. C -0.655
24. C -0.176
25. O -0.552
26. H -0.021
27. H 0.358
28. H 0.251
29. H 0.361
30. H 0.107
31. H 0.337

Record 3
3 unconnected molecules or ions with the total composition C22H33Br2N2O8S. Source: the Open Molecules 2025 dataset; level of theory: ωB97M-V/def2-TZVPD.

Cartesian coordinates (Å):
C (-1.23552, 3.32278, -0.85676)
C (-1.07191, 1.92913, -0.22405)
C (-1.50430, 0.85548, -1.21925)
C (-1.70961, -0.48768, -0.54022)
C (-0.45946, -1.28533, -0.40985)
C (0.68262, -1.22035, -1.13498)
N (1.51582, -2.12761, -0.54497)
C (2.87135, -2.43303, -0.88250)
Br (3.20004, -3.65235, -2.27891)
C (3.86058, -1.85427, -0.21909)
C (5.32068, -2.10565, -0.43578)
Br (3.45439, -0.59501, 1.15962)
C (0.92244, -2.76426, 0.46647)
S (1.69236, -4.01442, 1.39994)
N (-0.29503, -2.22995, 0.55511)
C (-1.29227, -2.59563, 1.57250)
C (-0.72357, -2.33859, 2.99854)
C (-1.72309, -1.66860, 3.92724)
C (-2.45295, -2.64738, 4.82911)
O (-2.14260, -3.81041, 4.93824)
O (-3.49975, -2.11169, 5.51672)
H (-1.45515, 4.07031, -0.10382)
H (-2.04216, 3.28706, -1.58434)
H (-0.34651, 3.60102, -1.41338)
H (-1.68623, 1.82587, 0.66628)
H (-0.02855, 1.83988, 0.05988)
H (-2.44338, 1.17124, -1.67047)
H (-0.78330, 0.82521, -2.01933)
H (-2.01242, -0.24556, 0.47940)
H (-2.51616, -1.06473, -0.98647)
H (1.00286, -0.63940, -1.99621)
H (5.45616, -3.14146, -0.71365)
H (5.68064, -1.41794, -1.19594)
H (5.83651, -1.87863, 0.48746)
H (0.86656, -5.06884, 1.23849)
H (-2.19851, -2.02530, 1.44196)
H (-1.46489, -3.65955, 1.47042)
H (-0.38517, -3.29253, 3.37801)
H (0.15968, -1.71195, 2.92719)
H (-2.42451, -1.03401, 3.39358)
H (-1.16121, -1.00379, 4.58344)
H (-3.21491, -1.31128, 5.96967)
C (-1.91995, -2.69410, -5.70948)
C (-1.67157, -1.25609, -5.29920)
C (-1.08236, -0.38338, -6.38195)
O (-0.31970, 0.57077, -5.62562)
C (0.02148, -0.01076, -4.46642)
O (0.81846, 0.43546, -3.69545)
O (-0.65268, -1.16424, -4.27605)
H (-1.04224, -3.31056, -5.52007)
H (-2.74253, -3.12052, -5.13658)
H (-2.18620, -2.76335, -6.76382)
H (-2.58451, -0.81294, -4.89521)
H (-1.84086, 0.11988, -6.97556)
H (-0.40611, -0.92257, -7.04850)
C (0.97050, 6.07652, 3.80058)
C (1.48036, 4.70428, 3.40691)
C (1.68447, 4.51113, 1.92233)
O (1.44623, 3.10490, 1.75888)
C (0.62433, 2.71335, 2.76062)
O (0.07219, 1.65982, 2.80779)
O (0.50960, 3.67644, 3.69775)
H (-0.11819, 6.10201, 3.80017)
H (1.29752, 6.33306, 4.80711)
H (1.34839, 6.84656, 3.12786)
H (2.39070, 4.46419, 3.96044)
H (2.69053, 4.76711, 1.59935)
H (0.96259, 5.06221, 1.31479)

Cartesian forces (eV/Å) of the 3 atoms listed first:
-0.04 -0.57 0.04
-0.14 0.58 -0.66
-0.02 0.27 0.20

## Properties
LUMO level in hartree: -0.0902
Net charge: +1
Frontier orbital gap in eV: 9.6984
Calculated total energy in hartree: -7115.57408
HOMO in eV: -12.2

Listed below, in e, are the Mulliken charges computed for each atom:
1. C -1.580
2. C -0.021
3. C -1.098
4. C -0.375
5. C 0.360
6. C -0.392
7. N 0.386
8. C -1.167
9. Br -0.037
10. C 0.937
11. C -1.387
12. Br -0.074
13. C 0.340
14. S -0.152
15. N 0.093
16. C -1.353
17. C -0.304
18. C -1.092
19. C 0.532
20. O -0.507
21. O -0.491
22. H 0.375
23. H 0.435
24. H 0.310
25. H 0.312
26. H 0.203
27. H 0.692
28. H -0.089
29. H 0.094
30. H 0.545
31. H 0.927
32. H 0.491
33. H 0.288
34. H 0.390
35. H 0.214
36. H 0.640
37. H 0.302
38. H 0.517
39. H 0.481
40. H 0.422
41. H 0.472
42. H 0.352
43. C -1.399
44. C 0.509
45. C -0.633
46. O -0.366
47. C 0.622
48. O -0.570
49. O -0.196
50. H 0.351
51. H 0.346
52. H 0.383
53. H 0.256
54. H 0.323
55. H 0.357
56. C -1.394
57. C 0.504
58. C -0.599
59. O -0.228
60. C 0.624
61. O -0.497
62. O -0.367
63. H 0.356
64. H 0.349
65. H 0.359
66. H 0.267
67. H 0.335
68. H 0.319